A structure of composition C6H8HgLiO6 at a distorted geometry. Source: OMol25; level of theory: wB97M-V/def2-TZVPD.

Output
ΔE to the lowest compared entry with this formula, charge and spin in eV: 0.000
E_tot in eV: -23009.67012
Net charge: +1
Gap between HOMO and LUMO in eV: 9.5

```
22
Properties=species:S:1:pos:R:3:forces:R:3:lowdin_charge:R:1
Hg -2.144170 -1.138646 0.145504 -3.854 0.580 -2.914 1.34
O 1.024748 -2.453525 1.234566 -0.194 0.274 0.206 -0.01
O 1.110684 0.514706 1.165633 2.390 -0.269 -0.805 0.01
O -0.788130 -2.537297 -0.078451 1.852 -2.963 -0.103 -0.14
O -0.964437 -0.069713 1.549239 2.286 1.939 2.561 -0.11
O -0.497731 1.567946 0.075520 0.134 0.179 -0.221 0.07
O 0.980295 -1.447093 -0.795376 -0.543 -0.621 0.324 0.03
C -0.173977 0.683864 0.944435 -0.253 -0.285 -0.414 -0.66
C -2.554272 0.590601 -0.974409 -1.108 1.063 -0.424 -0.27
C 2.226219 -0.861738 -0.602122 2.652 0.227 3.149 -0.17
C 2.145596 0.536804 -0.047788 -2.314 1.919 -1.288 0.00
C -1.918656 1.785341 -0.306456 -0.094 0.389 0.522 -0.18
C 0.397389 -2.226700 0.198256 1.087 0.529 0.089 -0.71
Li 0.676543 -1.118395 2.564864 0.011 -0.210 -0.411 0.81
H 1.706971 1.236807 -0.765682 -0.135 0.115 0.411 0.13
H -2.433360 2.070367 0.620357 0.114 -0.104 -0.249 0.13
H -1.816748 2.677256 -0.938262 -0.170 -0.394 0.071 0.14
H 2.832680 -0.948404 -1.509704 -0.222 0.309 0.187 0.16
H -2.218874 0.524763 -2.022232 -0.024 -0.400 0.504 0.06
H -3.636249 0.802426 -1.007474 0.411 -0.090 -0.027 0.06
H 3.124830 0.932050 0.241731 -0.523 -0.197 0.620 0.14
H 2.920649 -1.121419 0.307850 -1.504 -1.988 -1.786 0.17
```
Positions in Å, forces in eV/Å.